[1]
Here is the molecule C24H32N2O4 from OMol25. Energies are from ωB97M-V/def2-TZVPD.

E_LUMO, eV: 0.723
Orbital gap, eV: 8.89
Relative energy (zero: lowest compared OMol25 entry of this formula, charge and spin), kJ/mol: 201.5
SMILES string: COc1ccc(CC(=O)NC[C@H]2CCCN(Cc3cc(OC)cc(OC)c3)C2)cc1

Geometry as ORCA input:
```
! RIJCOSX wB97M-V def2-TZVPD def2/J DEFGRID3
* xyz 0 1
C -3.4840 -0.7408 -2.9568
O -3.6622 0.1761 -1.9026
C -2.5932 0.9225 -1.5049
C -1.3378 0.8944 -2.0990
C -0.3328 1.7184 -1.6234
C -0.5370 2.5582 -0.5374
C 0.5622 3.4577 -0.0447
C 1.9466 2.8191 -0.0725
O 2.9361 3.4184 -0.4372
N 1.9827 1.5532 0.4029
C 3.1770 0.7464 0.3048
C 3.2174 -0.0923 -0.9829
C 4.5537 -0.8292 -1.1284
C 4.6157 -2.0671 -0.2372
C 3.4171 -2.9721 -0.5436
N 2.1405 -2.3172 -0.3541
C 1.7038 -2.2517 1.0291
C 0.3010 -1.7186 1.1478
C -0.7231 -2.3376 0.4589
C -2.0395 -1.8958 0.6027
O -2.9791 -2.5978 -0.0839
C -4.3375 -2.2820 0.1249
C -2.3114 -0.8123 1.4222
C -1.2745 -0.1695 2.0965
O -1.6519 0.8945 2.8607
C -0.6628 1.5930 3.5760
C 0.0295 -0.6267 1.9678
C 2.0533 -1.0968 -1.1285
C -1.7946 2.5723 0.0562
C -2.8117 1.7764 -0.4239
H -2.7453 -1.5053 -2.6974
H -3.1856 -0.2364 -3.8811
H -4.4542 -1.2128 -3.1038
H -1.1300 0.2462 -2.9352
H 0.6298 1.7083 -2.1144
H 0.3543 3.7799 0.9794
H 0.6160 4.3582 -0.6632
H 1.1116 1.0728 0.5814
H 4.0193 1.4442 0.2910
H 3.2535 0.1236 1.1964
H 3.1305 0.6235 -1.8092
H 5.3780 -0.1511 -0.8976
H 4.6644 -1.1461 -2.1685
H 4.6055 -1.7795 0.8153
H 5.5424 -2.6125 -0.4226
H 3.4453 -3.8705 0.0776
H 3.4690 -3.2832 -1.5932
H 1.7109 -3.2830 1.4028
H 2.3725 -1.6681 1.6819
H -0.5157 -3.1773 -0.1832
H -4.6101 -2.3816 1.1800
H -4.8996 -3.0065 -0.4627
H -4.5707 -1.2718 -0.2218
H -3.3081 -0.4331 1.5667
H 0.0931 2.0213 2.9094
H -0.1714 0.9522 4.3155
H -1.1850 2.3972 4.0923
H 0.8350 -0.1711 2.5228
H 1.0996 -0.6157 -0.9033
H 2.0242 -1.4066 -2.1805
H -1.9837 3.2196 0.8998
H -3.7916 1.8010 0.0257
*
```

***

[2]
Here is the molecule C24H32N2O4S from OMol25. Energies are from ωB97M-V/def2-TZVPD.

E_LUMO, eV: 0.569
Orbital gap, eV: 8.72
Relative energy (zero: lowest compared OMol25 entry of this formula, charge and spin), kJ/mol: 159.5
SMILES string: CCO[C@H]1OC(C(=O)N2CCN(C)CC2)=C[C@@H](c2csc3ccccc23)[C@@H]1CCCO

Geometry as ORCA input:
```
! RIJCOSX wB97M-V def2-TZVPD def2/J DEFGRID3
* xyz 0 1
C 0.6178 0.9369 3.4366
C 1.2287 0.2730 2.2065
O 0.3310 -0.5696 1.5003
C -0.7451 0.0536 0.8576
O -0.3082 1.0939 0.0124
C 0.5049 0.6250 -1.0080
C 1.7841 1.3470 -1.2934
O 2.7626 0.7085 -1.6506
N 1.8200 2.6883 -1.1532
C 0.7376 3.5822 -0.8261
C 1.0385 4.2816 0.5004
N 2.2932 5.0033 0.3938
C 2.5732 5.7803 1.5804
C 3.3742 4.0869 0.0764
C 3.0840 3.3861 -1.2498
C 0.2059 -0.5167 -1.6217
C -1.0751 -1.2411 -1.3298
C -0.9521 -2.6869 -1.7153
C -1.6997 -3.2806 -2.6731
S -1.3402 -4.9560 -2.9217
C -0.1037 -4.8845 -1.6973
C 0.7183 -5.9249 -1.2927
C 1.6616 -5.6696 -0.3196
C 1.7846 -4.3968 0.2368
C 0.9665 -3.3629 -0.1612
C -0.0029 -3.5968 -1.1388
C -1.5380 -1.0583 0.1419
C -3.0436 -0.7907 0.2363
C -3.8855 -1.9951 -0.1745
C -5.3814 -1.7139 -0.0187
O -6.1774 -2.8400 -0.2941
H -0.1132 1.6915 3.1543
H 0.1310 0.1905 4.0596
H 1.4048 1.4171 4.0118
H 2.0363 -0.4003 2.5024
H 1.6405 1.0332 1.5302
H -1.3902 0.5699 1.5865
H 0.6726 4.3414 -1.6151
H -0.2044 3.0440 -0.7657
H 1.0662 3.5282 1.3090
H 0.2436 4.9968 0.7232
H 3.4943 6.3408 1.4287
H 2.6855 5.1575 2.4822
H 1.7595 6.4853 1.7439
H 3.5071 3.3257 0.8679
H 4.3006 4.6586 -0.0096
H 3.0234 4.1307 -2.0500
H 3.8592 2.6557 -1.4846
H 0.8645 -0.9071 -2.3786
H -1.8414 -0.7880 -1.9749
H -2.4605 -2.8324 -3.2843
H 0.6188 -6.9035 -1.7364
H 2.3153 -6.4631 0.0106
H 2.5371 -4.2205 0.9906
H 1.0681 -2.3803 0.2712
H -1.3115 -1.9742 0.6949
H -3.3001 0.0726 -0.3838
H -3.2917 -0.5379 1.2701
H -3.6810 -2.2625 -1.2129
H -3.6225 -2.8534 0.4472
H -5.6106 -1.4440 1.0150
H -5.6695 -0.8714 -0.6664
H -5.9658 -3.1631 -1.1772
*
```

***

[3]
Here is the molecule C24H32N2O5 from OMol25. Energies are from ωB97M-V/def2-TZVPD.

E_LUMO, eV: 0.435
Orbital gap, eV: 9.05
Relative energy (zero: lowest compared OMol25 entry of this formula, charge and spin), kJ/mol: 6.2
SMILES string: COc1cccc(CNC(=O)CC[C@H]2CCCN(C(=O)C3=CC(=O)CC(C)(C)O3)C2)c1

Geometry as ORCA input:
```
! RIJCOSX wB97M-V def2-TZVPD def2/J DEFGRID3
* xyz 0 1
C -1.7470 -4.6685 0.8990
O -1.1771 -3.9154 -0.1443
C -0.0361 -3.2084 0.1151
C 0.5177 -3.0402 1.3771
C 1.7032 -2.3344 1.5117
C 2.3417 -1.8051 0.4090
C 1.7787 -1.9468 -0.8571
C 2.4884 -1.3725 -2.0591
N 2.8358 0.0210 -1.8730
C 4.0571 0.3897 -1.4326
O 4.9695 -0.3996 -1.2799
C 4.2146 1.8710 -1.1183
C 3.8807 2.1456 0.3564
C 2.4188 1.8582 0.6951
C 2.1126 1.8952 2.1941
C 0.6446 1.5264 2.4213
C -0.2860 2.4413 1.6145
N 0.1059 2.4271 0.2243
C -0.4756 1.6759 -0.7276
O 0.0785 1.3691 -1.7707
C -1.9344 1.3485 -0.5151
C -2.8543 2.3330 -0.6005
C -4.2679 2.0554 -0.4268
O -5.1449 2.8863 -0.5236
C -4.5492 0.6181 -0.0094
C -3.5559 -0.3726 -0.6176
C -3.7459 -0.4774 -2.1318
C -3.6806 -1.7437 0.0376
O -2.1957 0.0543 -0.3694
C 1.4743 2.8502 0.0145
C 0.5887 -2.6359 -0.9931
H -1.0268 -5.3777 1.3185
H -2.1338 -4.0278 1.6982
H -2.5738 -5.2173 0.4506
H 0.0491 -3.4578 2.2543
H 2.1366 -2.2156 2.4944
H 3.2902 -1.3030 0.5189
H 1.8653 -1.4683 -2.9506
H 3.4300 -1.9117 -2.2107
H 2.0694 0.6785 -1.9426
H 3.5912 2.4710 -1.7798
H 5.2594 2.1324 -1.2914
H 4.5213 1.5137 0.9753
H 4.1138 3.1876 0.5893
H 2.1681 0.8548 0.3383
H 2.7516 1.1882 2.7252
H 2.3124 2.8938 2.5906
H 0.3926 1.6031 3.4798
H 0.4837 0.4930 2.1039
H -1.3217 2.1122 1.7071
H -0.2108 3.4702 1.9817
H -2.5493 3.3521 -0.7713
H -4.4851 0.5900 1.0838
H -5.5676 0.3491 -0.2895
H -3.6466 0.5003 -2.5982
H -4.7317 -0.8739 -2.3576
H -2.9914 -1.1396 -2.5489
H -4.6755 -2.1465 -0.1277
H -2.9446 -2.4188 -0.3890
H -3.5043 -1.6642 1.1080
H 1.6397 2.9034 -1.0612
H 1.5969 3.8496 0.4427
H 0.1319 -2.7667 -1.9617
*
```

***

[4]
Here is the molecule C24H32N2O7S in a non-equilibrium geometry from OMol25. Energies are from ωB97M-V/def2-TZVPD.

E_LUMO, eV: 0.400
Orbital gap, eV: 8.15
Relative energy (zero: lowest compared OMol25 entry of this formula, charge and spin), kJ/mol: 88.4
SMILES string: COc1ccc(CCNC(=O)C2CCN(S(=O)(=O)c3ccc(OC)c(OC)c3)CC2)cc1OC

Geometry as ORCA input:
```
! RIJCOSX wB97M-V def2-TZVPD def2/J DEFGRID3
* xyz 0 1
C -0.3171 -3.2767 -2.5993
O -0.6501 -3.3868 -1.2345
C -1.7272 -2.6857 -0.7678
C -2.5906 -1.9665 -1.5815
C -3.6974 -1.3177 -1.0603
C -3.9907 -1.3893 0.2912
C -5.1519 -0.6315 0.8786
C -4.6532 0.4575 1.8451
N -3.5471 1.1832 1.2695
C -3.6083 2.4689 0.8804
O -4.5478 3.2032 1.1112
C -2.3696 2.9297 0.1041
C -2.3325 2.1844 -1.2385
C -1.0319 2.4689 -1.9829
N 0.1154 2.1229 -1.1646
S 0.3115 0.4655 -0.9597
O -0.4515 -0.0689 0.1389
O 0.1062 -0.1277 -2.2502
C 2.0450 0.3901 -0.5515
C 2.9701 0.6857 -1.5289
C 4.3162 0.6413 -1.2118
C 4.7540 0.3067 0.0673
O 6.0753 0.2710 0.4114
C 7.0474 0.5508 -0.5684
C 3.7986 -0.0054 1.0613
O 4.0316 -0.3463 2.3517
C 5.3325 -0.6112 2.8346
C 2.4482 0.0494 0.7220
C 0.1637 2.8884 0.0643
C -1.0903 2.7092 0.9224
C -3.1232 -2.0997 1.1097
C -1.9898 -2.7269 0.6147
O -1.2221 -3.3701 1.5462
C 0.1756 -3.4144 1.3527
H -1.1055 -3.6922 -3.2360
H -0.1201 -2.2375 -2.8744
H 0.5902 -3.8673 -2.7230
H -2.3954 -1.8920 -2.6385
H -4.3397 -0.7562 -1.7236
H -5.7215 -0.1644 0.0740
H -5.8153 -1.3060 1.4232
H -5.4435 1.1803 2.0567
H -4.3238 0.0009 2.7835
H -2.7652 0.6094 0.9837
H -2.4887 4.0008 -0.0934
H -2.3913 1.1058 -1.0775
H -3.1869 2.4884 -1.8459
H -0.9469 3.5272 -2.2472
H -0.9668 1.8645 -2.8882
H 2.6332 0.9391 -2.5196
H 5.0358 0.8763 -1.9785
H 8.0047 0.4428 -0.0607
H 6.9976 -0.1581 -1.4002
H 6.9541 1.5724 -0.9490
H 5.8205 -1.4035 2.2642
H 5.9588 0.2824 2.8250
H 5.1861 -0.9418 3.8626
H 1.7143 -0.1873 1.4753
H 0.2934 3.9388 -0.2163
H 1.0500 2.5638 0.6147
H -1.0651 3.4145 1.7551
H -1.0731 1.6996 1.3297
H -3.3013 -2.1702 2.1719
H 0.4637 -4.2203 0.6735
H 0.6021 -3.5983 2.3398
H 0.5468 -2.4638 0.9617
*
```